(1)
A molecular structure, C15H15CuN5O8P2Se in a non-equilibrium geometry. Source: the OMol25 dataset; level of theory: ωB97M-V/def2-TZVPD.

```
47
Properties=species:S:1:pos:R:3:mulliken_spin:R:1
Cu 0.0982 0.3089 0.1296 0.716
Se 6.0147 -3.9484 -0.9023 0.000
N 5.6748 -2.3450 -0.2694 0.000
C 4.3708 -2.1866 -0.1642 0.000
C 3.7302 -1.0147 0.3685 0.001
C 4.4257 0.1142 0.8141 0.004
C 3.7219 1.1400 1.4133 0.001
C 2.3429 1.0146 1.5512 0.006
N 1.6782 -0.0180 1.0770 0.063
C 2.3258 -1.0148 0.4742 -0.012
C 1.5454 -2.1080 -0.0719 0.021
N 0.2218 -1.9631 -0.0989 0.009
C -0.5385 -2.9247 -0.5662 -0.001
C -0.0150 -4.1308 -1.0382 0.001
C 1.3515 -4.3090 -1.0262 0.000
C 2.1662 -3.2736 -0.5569 0.001
C 3.5987 -3.3239 -0.5792 0.000
N 4.3083 -4.3504 -1.0018 0.000
H 5.4968 0.1533 0.6830 0.000
H 4.2210 2.0231 1.7805 0.000
H 1.7423 1.7601 2.0497 0.001
H -1.6004 -2.7188 -0.5608 0.000
H -0.6747 -4.9014 -1.4044 0.000
H 1.8133 -5.2173 -1.3817 0.000
N -0.7297 4.0052 -1.5965 0.000
C -0.7822 2.7146 -2.3206 0.002
C -1.2497 2.8507 -3.7419 0.000
P 0.9252 2.0040 -2.2084 -0.001
O 1.7275 3.4096 -2.5618 0.001
O 1.2913 0.9470 -3.1607 -0.001
O 1.2085 1.8019 -0.7252 0.048
P -1.6929 1.5970 -1.1180 -0.004
O -3.1663 1.7003 -1.7228 0.003
O -1.0957 0.2324 -1.2965 0.079
O -1.4718 2.4030 0.1409 -0.001
H 0.2030 4.4246 -1.6617 0.000
H -0.9809 3.5844 -0.5770 0.001
H -1.4603 4.6521 -1.8967 0.000
H -0.5612 3.4920 -4.2978 0.000
H -2.2607 3.2554 -3.7910 0.000
H -1.2414 1.8648 -4.2018 0.000
H 2.5782 3.1413 -2.9062 -0.001
H -3.6932 1.0713 -1.2216 0.001
O -3.0035 0.2794 0.5150 0.000
C -2.3566 -0.0492 1.5001 -0.001
O -1.1204 -0.0673 1.6990 0.059
H -2.9361 -0.4172 2.3903 0.006
```

Lowest unoccupied orbital energy (spin up / spin down), eV: -0.972 / -0.977
2S+1: 2
ΔE to the lowest compared entry with this formula, charge and spin, kJ/mol: 161.6
Gap between HOMO and LUMO (spin up / spin down), eV: 7.708 / 7.739
Charge: 0


(2)
A molecular structure, C15H15FeNO3 in a non-equilibrium geometry. Source: the OMol25 dataset; level of theory: ωB97M-V/def2-TZVPD.

```
35
Properties=species:S:1:pos:R:3:mulliken_spin:R:1
C 2.8528 1.0799 1.8231 0.045
C 1.8690 0.9784 0.6135 0.074
C 0.4235 0.9984 0.9594 0.835
Fe -2.9166 0.8330 0.1258 3.071
C -2.8284 -0.9704 0.6070 -0.115
O -2.5831 -2.0755 0.9036 -0.005
C 2.2772 0.0833 -0.4743 -0.015
O 2.9655 0.2017 -1.4658 -0.003
C -3.9189 2.3175 -1.0581 0.050
C -3.6124 1.1321 -1.8188 -0.038
C -2.1368 0.9420 -1.8511 -0.060
C -1.5218 1.9993 -1.1257 0.172
C -2.6159 2.8495 -0.6387 0.014
H 2.3566 1.9136 2.3921 0.005
H 3.0748 0.2295 2.5037 -0.003
H 3.8324 1.4673 1.4655 0.003
H 2.0517 1.9442 0.1194 -0.009
H 0.0838 0.1894 1.6251 0.008
H 0.0803 2.0007 1.2577 -0.040
H -4.9088 2.7207 -0.7921 0.008
H -4.3490 0.4863 -2.3251 0.000
H -1.5131 0.2245 -2.4167 0.001
H -0.3996 2.1073 -1.0282 -0.057
H -2.4118 3.7219 -0.0025 0.012
N 1.5059 -0.9591 -0.0108 0.022
C 0.8986 -1.6232 -1.1437 0.003
O 0.4124 -0.9630 -2.0754 0.001
C 1.0391 -3.0349 -1.1116 0.007
C 1.3247 -3.6760 0.0792 -0.001
C 1.4417 -2.9418 1.2706 0.013
C 1.4658 -1.5707 1.2234 0.014
H 0.9655 -3.5082 -2.0879 0.000
H 1.4974 -4.7218 0.0864 0.000
H 1.7001 -3.4202 2.2421 0.000
H 1.5977 -0.9560 2.1289 -0.011
```

Lowest unoccupied orbital energy (spin up / spin down), eV: -0.433 / -0.819
2S+1: 5
ΔE to the lowest compared entry with this formula, charge and spin, kJ/mol: 39.2
Gap between HOMO and LUMO (spin up / spin down), eV: 6.963 / 7.377
Charge: 0


(3)
A molecular structure, C15H15HfN3P in a non-equilibrium geometry. Source: the OMol25 dataset; level of theory: ωB97M-V/def2-TZVPD.

```
35
Properties=species:S:1:pos:R:3:nbo_charge:R:1
C -2.1312 -3.0922 -0.6882 -0.492
C -1.6792 -4.1956 -1.3808 -0.354
C -1.6926 -4.0136 -2.8336 -0.451
C -2.5720 -2.8750 -3.0706 -0.341
C -2.8617 -2.1181 -1.9258 -0.531
Hf -0.6307 -2.1656 -1.9619 1.500
P 1.3431 -2.9862 -0.4123 0.025
H -2.1135 -3.3008 0.4840 0.280
H -1.2876 -5.1829 -0.9433 0.264
H -1.4792 -4.7496 -3.5720 0.265
H -3.5121 -1.1405 -2.2216 0.282
H -2.8420 -2.6710 -4.1531 0.266
H 2.6331 -2.4503 -0.6743 0.047
H 1.7586 -4.3479 -0.3137 0.066
H 1.3461 -2.7269 0.9816 0.048
N 3.9062 6.1334 3.2124 -0.242
C 3.2370 5.2736 2.7233 0.248
C 2.3947 4.2684 2.1599 -0.169
C 2.9346 3.3111 1.2940 -0.120
C 2.1081 2.3367 0.7365 -0.256
C 0.7399 2.3116 1.0251 0.228
C 0.1980 3.2618 1.9178 -0.231
C 1.0247 4.2455 2.4747 -0.132
N -0.0783 1.3046 0.4448 -0.340
C -1.4294 1.0574 0.7440 -0.050
C -1.7837 0.0074 0.0295 -0.047
N -0.7391 -0.4261 -0.7389 -0.610
C 0.3076 0.3974 -0.4579 0.189
H 4.0038 3.3329 1.0561 0.247
H 2.5534 1.5877 0.0780 0.214
H -0.8683 3.2306 2.1771 0.228
H 0.5958 4.9903 3.1642 0.252
H -1.9753 1.6201 1.4954 0.248
H -2.7118 -0.5209 -0.0079 0.250
H 1.3031 0.2925 -0.8425 0.220
```

Lowest unoccupied orbital energy (spin up / spin down), eV: -3.848 / -3.848
ΔE to the lowest compared entry with this formula, charge and spin, kJ/mol: 9.0
Gap between HOMO and LUMO (spin up / spin down), eV: 5.449 / 5.449
Charge: +1


(4)
A molecular structure, C15H15MgN3O3 in a non-equilibrium geometry. Source: the OMol25 dataset; level of theory: ωB97M-V/def2-TZVPD.

```
37
Properties=species:S:1:pos:R:3:nbo_charge:R:1
Mg 0.3336 0.1913 0.3609 1.840
O -0.6615 -1.0876 -2.4452 -0.642
C -1.3257 -0.5877 -3.3545 0.697
O -2.2248 0.6271 -0.8057 -0.719
C -2.9636 0.5066 -1.8019 0.944
O -4.2614 0.8749 -1.8492 -0.445
N -2.5978 0.0016 -3.0767 -0.490
C -4.8485 0.4352 -3.1370 -0.080
C -3.6709 0.2097 -4.0596 -0.247
H -5.5373 1.2059 -3.4923 0.237
H -5.3867 -0.5038 -2.9646 0.214
H -3.4545 1.1065 -4.6580 0.217
H -3.7927 -0.6571 -4.7168 0.245
C -0.9296 -0.5238 -4.7746 -0.379
C 0.1326 -1.2182 -5.2000 -0.206
H -1.5011 0.1311 -5.4557 0.237
H 0.6948 -1.8654 -4.5111 0.222
H 0.4509 -1.1495 -6.2477 0.233
N 0.4636 -1.4484 1.7452 -1.015
C 1.3473 -1.0670 2.8625 0.082
C 1.5828 -1.9468 3.9223 -0.156
C 2.4333 -1.5395 4.9636 -0.179
C 3.0416 -0.2831 4.9541 -0.120
C 2.8169 0.6309 3.8830 -0.094
C 3.3996 1.9108 3.8134 -0.032
C 3.1292 2.7440 2.7357 -0.258
C 2.2684 2.3001 1.7177 0.109
N 1.6920 1.0700 1.7607 -0.708
C 1.9561 0.2253 2.8290 0.146
H 0.7925 -2.3238 1.2924 0.429
H -0.4703 -1.7420 2.0919 0.431
H 1.1112 -2.9160 3.9236 0.245
H 2.6195 -2.2094 5.7836 0.256
H 3.6999 0.0317 5.7590 0.250
H 4.0509 2.2162 4.6105 0.252
H 3.5719 3.7207 2.6779 0.264
H 2.0379 2.9294 0.8637 0.223
```

Lowest unoccupied orbital energy, eV: -7.676
Gap between HOMO and LUMO, eV: 7.668
Charge: +2